A single C7H11ClN4 molecule, computed with ωB97M-V/def2-TZVPD.

Each line ends with the Löwdin charge.
Cartesian coordinates (Å):
C 1.3400 0.8192 -0.9790  -0.062
C 1.2116 -0.2955 0.0884  -0.646
C 1.3616 0.2581 1.5040  -0.065
C 2.3825 -1.3448 -0.1970  -0.065
N -0.1050 -0.9336 -0.0760  -0.333
Cl -0.2009 -2.3874 0.9247  0.712
C -1.3647 -0.2376 -0.2041  -0.350
N -1.4763 1.0740 -0.6256  0.115
C -2.6318 1.6131 -0.7587  -0.177
N -3.7243 1.0484 -0.2020  0.097
C -3.5488 -0.1837 0.1938  -0.188
N -2.4337 -0.9216 0.1398  0.105
H 1.5629 0.4236 -1.9100  0.045
H 0.3544 1.3419 -1.0767  0.049
H 2.1499 1.6485 -0.7492  0.130
H 1.3595 -0.6515 2.1182  0.047
H 0.5215 0.9053 1.6075  0.069
H 2.4201 0.7051 1.6845  0.125
H 2.7789 -1.7442 0.6942  0.040
H 2.0790 -2.3101 -0.8417  0.122
H 3.0656 -0.7290 -0.7077  0.044
H -2.7112 2.6075 -1.0698  0.102
H -4.3910 -0.7058 0.4425  0.085

Summary:
HOMO level in eV: -9.309
Kohn-Sham gap in eV: 9.7
SMILES string: CC(C)(C)N(Cl)c1ncncn1
ΔE to the lowest compared entry with this formula, charge and spin in kJ/mol: 168.2